A | {
  "formula": "C4H3NS",
  "method": "the ωB97M-V functional and the def2-TZVPD basis",
  "e_lumo_ev": 0.13,
  "e_homo_ev": -8.238,
  "homo_lumo_gap_ev": 8.37,
  "smiles": "N#CCC1=CS1",
  "symbols": ["N", "C", "C", "C", "C", "S", "H", "H", "H"],
  "coordinates": [[2.5185, -0.8057, -0.2942], [1.7096, -0.2826, 0.2992], [0.6863, 0.3684, 1.0688], [-0.8646, -0.3253, 0.4589], [-1.4770, -1.4220, 0.6819], [-2.4577, 0.0176, -0.1632], [0.6077, 1.4019, 0.6982], [0.6052, -0.1031, 2.0604], [-1.8521, -2.2159, 1.2637]]
}

B | {
  "formula": "C4H3NS",
  "method": "the ωB97M-V functional and the def2-TZVPD basis",
  "e_lumo_ev": -1.12,
  "e_homo_ev": -9.484,
  "homo_lumo_gap_ev": 8.37,
  "smiles": "CC1=NC2=S1#C2",
  "symbols": ["C", "C", "N", "C", "S", "C", "H", "H", "H"],
  "coordinates": [[-1.3772, -0.1655, -0.0655], [0.0088, 0.0843, -0.0336], [0.6687, 1.2164, 0.0817], [1.9441, 0.8815, 0.0636], [1.3072, -1.1976, -0.2528], [2.7584, -0.1340, -0.0462], [-1.8453, -0.0061, 0.9759], [-1.5362, -1.1668, -0.1169], [-1.9285, 0.4877, -0.6062]]
}

The energy of each structure relative to the most stable one, in kJ/mol, is as follows: A 0.0; B 56.0.

A | {
  "formula": "C20H18N2O3",
  "method": "the ωB97M-V functional and the def2-TZVPD basis",
  "e_lumo_ev": -1.60,
  "e_homo_ev": -8.710,
  "homo_lumo_gap_ev": 7.11,
  "smiles": "CN(C)C(=O)Cc1ccc2c(c1)C(=O)c1ccccc1C2=O.CC#N",
  "symbols": ["C", "N", "C", "C", "O", "C", "C", "C", "C", "C", "C", "C", "C", "O", "C", "C", "C", "C", "C", "C", "C", "O", "H", "H", "H", "H", "H", "H", "H", "H", "H", "H", "H", "H", "H", "H", "H", "C", "C", "N", "H", "H", "H"],
  "coordinates": [[0.2095, 2.9848, 2.2626], [-1.0249, 2.2260, 1.8286], [-2.0441, 3.1017, 1.1343], [-1.6227, 1.3862, 2.9356], [-2.4858, 1.9494, 3.8242], [-1.2814, -0.2444, 3.0523], [-0.3085, -0.5823, 1.7355], [1.3125, -0.8890, 1.8805], [2.2944, -1.1864, 0.5599], [1.5777, -1.1545, -0.9144], [-0.0534, -0.8865, -1.0535], [-1.0355, -0.6030, 0.2296], [-0.7415, -0.8639, -2.5750], [-1.9511, -1.3841, -2.8077], [0.1897, -0.1009, -3.7355], [-0.4897, 0.8733, -4.8660], [0.5329, 1.6092, -5.9560], [2.1792, 1.3295, -5.8757], [2.8203, 0.3308, -4.7027], [1.8300, -0.3978, -3.6029], [2.3798, -1.3770, -2.3640], [3.4073, -2.2425, -2.5073], [0.1093, 3.5421, 3.2867], [0.5562, 3.6942, 1.3689], [1.0775, 2.1843, 2.3975], [-2.5145, 3.9341, 1.8090], [-1.4649, 3.6337, 0.2366], [-2.9159, 2.4872, 0.6041], [-2.2333, -0.9207, 2.9109], [-0.7027, -0.4658, 4.0722], [1.8449, -0.8964, 2.9489], [3.4444, -1.4084, 0.6804], [-2.1829, -0.3772, 0.1917], [-1.6442, 1.0964, -4.9291], [0.0930, 2.3372, -6.7761], [2.8875, 1.8695, -6.6705], [3.9951, 0.1538, -4.6718], [-1.1193, -4.5199, 3.7580], [-0.7776, -3.3110, 4.5262], [-0.5077, -2.3558, 5.1332], [-1.0081, -4.3592, 2.6804], [-0.4770, -5.3652, 4.0270], [-2.1544, -4.8315, 3.9334]]
}

B | {
  "formula": "C20H18N2O3",
  "method": "the ωB97M-V functional and the def2-TZVPD basis",
  "e_lumo_ev": -1.09,
  "e_homo_ev": -8.924,
  "homo_lumo_gap_ev": 7.83,
  "smiles": "Nc1cc(CC=O)cc2c1C(=O)c1ccccc1C2=O.CCCC#N",
  "symbols": ["N", "C", "C", "C", "C", "C", "O", "C", "C", "C", "C", "O", "C", "C", "C", "C", "C", "C", "C", "O", "H", "H", "H", "H", "H", "H", "H", "H", "H", "H", "H", "C", "C", "C", "C", "N", "H", "H", "H", "H", "H", "H", "H"],
  "coordinates": [[1.9785, 3.6900, -1.5655], [0.6029, 3.1034, -1.6032], [-0.2106, 2.8977, -2.8992], [-1.6260, 2.2320, -2.8171], [-2.4918, 1.9553, -4.1617], [-1.4361, 1.3014, -5.2105], [-0.7793, 0.2733, -4.8699], [-2.2826, 1.7907, -1.4747], [-1.4467, 2.0099, -0.1854], [-0.0127, 2.6555, -0.2535], [0.7588, 2.7754, 1.1593], [1.4222, 3.7921, 1.4936], [0.5636, 1.4950, 2.1234], [1.7419, 0.8941, 2.9243], [1.4343, -0.3733, 3.7857], [0.0051, -1.0014, 3.8671], [-1.1869, -0.3911, 3.0528], [-0.8714, 0.8500, 2.1930], [-1.9909, 1.5533, 1.2660], [-3.1698, 1.7682, 1.6293], [1.9995, 4.4412, -0.8438], [2.5411, 2.9312, -1.1236], [0.1949, 3.1749, -3.9233], [-3.2425, 1.1105, -3.9409], [-2.9835, 2.8964, -4.5742], [-1.2573, 1.7827, -6.2310], [-3.3003, 1.2922, -1.3965], [2.7920, 1.3604, 2.8500], [2.3228, -0.8247, 4.3467], [-0.0926, -1.9319, 4.5108], [-2.2227, -0.8555, 3.1050], [1.3360, -2.9764, -0.1034], [1.2217, -4.4873, 0.0734], [0.3820, -4.8818, 1.2905], [1.0101, -4.3386, 2.5416], [1.5062, -3.9094, 3.5233], [1.8425, -2.5083, 0.7448], [1.9178, -2.7419, -0.9981], [0.3481, -2.5179, -0.2102], [2.2270, -4.9111, 0.1635], [0.7707, -4.9176, -0.8256], [0.3181, -5.9702, 1.3671], [-0.6342, -4.4882, 1.2000]]
}

The energy of each structure relative to the most stable one, in kJ/mol, is as follows: A 1214.0; B 0.0.

A | {
  "formula": "C8H32O8",
  "method": "the ωB97M-V functional and the def2-TZVPD basis",
  "e_lumo_ev": 0.17,
  "e_homo_ev": -9.342,
  "homo_lumo_gap_ev": 9.51,
  "smiles": "CO.CO.CO.CO.CO.CO.CO.CO",
  "symbols": ["C", "O", "H", "H", "H", "H", "C", "O", "H", "H", "H", "H", "C", "O", "H", "H", "H", "H", "C", "O", "H", "H", "H", "H", "C", "O", "H", "H", "H", "H", "C", "O", "H", "H", "H", "H", "C", "O", "H", "H", "H", "H", "C", "O", "H", "H", "H", "H"],
  "coordinates": [[-1.9903, 3.1030, 0.4227], [-0.7983, 2.7560, -0.2943], [-2.4113, 2.2520, 0.9327], [-2.8343, 3.0840, -0.4133], [-1.9863, 3.8420, 0.9977], [-1.2103, 2.6080, -1.2083], [0.6867, 3.1560, -3.4023], [0.2707, 1.7770, -3.2473], [-0.2063, 3.6440, -3.4583], [1.4087, 3.2830, -4.2463], [1.3467, 3.5590, -2.6293], [-0.3863, 1.6730, -3.7473], [-2.9313, 1.4230, -2.7253], [-2.7803, 2.7320, -3.1693], [-3.0483, 1.2850, -1.6593], [-2.1083, 0.6840, -2.9813], [-3.7453, 0.9340, -3.0853], [-3.7163, 2.9960, -3.5773], [1.9657, 0.1270, 3.0897], [3.0657, -0.6740, 3.6107], [1.5877, 0.7110, 3.7657], [1.3107, -0.6590, 2.5827], [2.4327, 0.6360, 2.2157], [2.8607, -0.5530, 4.6757], [1.9897, -3.9820, 2.4677], [0.6967, -4.1610, 1.9707], [2.3897, -3.1750, 2.1617], [2.8277, -4.7660, 2.3587], [2.1407, -3.7170, 3.4397], [0.1497, -3.2520, 2.3507], [0.2647, -0.6170, -0.1723], [-0.7293, -0.1380, 0.6837], [1.2747, -0.6370, 0.1917], [0.2147, -0.1960, -1.1953], [0.0417, -1.7240, -0.1753], [-1.0213, 0.6960, 0.2757], [-1.7533, -2.3160, 4.5437], [-1.6173, -2.4930, 3.1587], [-1.9813, -3.2560, 5.0407], [-2.7253, -1.7170, 4.6157], [-1.0713, -1.6990, 5.0867], [-1.6513, -1.6810, 2.6947], [2.3937, -1.2720, -3.6573], [1.9957, -0.0440, -4.2663], [2.8227, -1.8530, -4.4813], [1.5677, -1.7440, -3.0083], [3.3087, -1.0530, -3.0433], [1.6877, 0.4190, -3.4903]]
}

B | {
  "formula": "C8H32O8",
  "method": "the ωB97M-V functional and the def2-TZVPD basis",
  "e_lumo_ev": 0.24,
  "e_homo_ev": -9.677,
  "homo_lumo_gap_ev": 9.92,
  "smiles": "CO.CO.CO.CO.CO.CO.CO.CO",
  "symbols": ["C", "O", "H", "H", "H", "H", "C", "O", "H", "H", "H", "H", "C", "O", "H", "H", "H", "H", "C", "O", "H", "H", "H", "H", "C", "O", "H", "H", "H", "H", "C", "O", "H", "H", "H", "H", "C", "O", "H", "H", "H", "H", "C", "O", "H", "H", "H", "H"],
  "coordinates": [[-0.1068, -1.2637, -3.0665], [-0.7375, -1.3658, -4.2595], [-0.7897, -1.6379, -2.3038], [0.8588, -1.7605, -3.1611], [-0.0236, -0.2082, -2.8075], [-1.6334, -1.0610, -4.0980], [2.3200, 0.5967, 2.3168], [1.6717, 1.7961, 2.4499], [3.2740, 0.6588, 2.8404], [1.7021, -0.1852, 2.7583], [2.5277, 0.2942, 1.2905], [2.0830, 2.1909, 3.2223], [-3.0877, 2.4057, -0.5580], [-3.2755, 1.9805, -1.9544], [-3.9212, 3.1069, -0.5169], [-3.1685, 1.5112, 0.0596], [-2.1150, 2.8912, -0.4784], [-3.5326, 1.0627, -1.8399], [-0.0845, -0.0263, -0.0276], [-0.3772, 1.0873, 0.7913], [0.0484, -0.8981, 0.6131], [-0.8650, -0.2149, -0.7647], [0.8972, 0.0583, -0.4936], [0.4243, 1.6093, 0.8730], [0.8832, 3.2187, -2.5947], [0.5027, 2.5830, -3.7817], [0.3000, 4.0758, -2.2580], [0.8481, 2.5633, -1.7245], [1.8987, 3.6136, -2.6248], [0.3087, 3.2680, -4.4258], [1.8902, -3.5948, 2.1872], [1.7573, -3.2236, 0.8686], [2.4750, -4.5046, 2.3224], [1.9569, -2.7358, 2.8548], [0.9099, -3.9089, 2.5453], [2.5464, -3.1272, 0.3304], [-0.3583, -5.6622, -0.0798], [-0.6776, -4.2430, 0.0336], [-0.1917, -5.9953, 0.9446], [-1.1149, -6.2453, -0.6047], [0.5504, -5.7896, -0.6681], [0.1412, -3.7870, 0.2415], [-1.4116, 3.6470, 2.4572], [-0.4335, 3.4361, 3.4324], [-0.8463, 3.9666, 1.5818], [-1.9554, 2.7261, 2.2467], [-2.1792, 4.3681, 2.7383], [0.1104, 2.7221, 3.0920]]
}

The energy of each structure relative to the most stable one, in kJ/mol, is as follows: A 395.4; B 0.0.

A | {
  "formula": "C6H7I",
  "method": "the ωB97M-V functional and the def2-TZVPD basis",
  "e_lumo_ev": [-2.65, -2.65],
  "e_homo_ev": [-8.550, -8.547],
  "homo_lumo_gap_ev": [5.90, 5.89],
  "symbols": ["C", "C", "C", "C", "C", "C", "I", "H", "H", "H", "H", "H", "H", "H"],
  "coordinates": [[-0.7364, -0.0957, -0.0540], [-0.2759, 0.7587, 0.6453], [-1.3829, -2.1643, -3.0436], [-1.4991, -2.5140, -1.8041], [1.8106, 1.5699, 1.6426], [0.2922, 1.7102, 1.6007], [-2.0015, -4.0962, -0.6406], [-1.5555, -2.8291, -3.8860], [-1.0869, -1.1615, -3.3113], [2.2463, 1.7874, 0.6703], [2.0843, 0.5536, 1.9177], [2.2329, 2.2548, 2.3771], [0.0025, 2.7204, 1.2994], [-0.1305, 1.5057, 2.5864]]
}

B | {
  "formula": "C6H7I",
  "method": "the ωB97M-V functional and the def2-TZVPD basis",
  "e_lumo_ev": 0.60,
  "e_homo_ev": -8.348,
  "homo_lumo_gap_ev": 8.95,
  "symbols": ["C", "C", "C", "C", "C", "C", "I", "H", "H", "H", "H", "H", "H", "H"],
  "coordinates": [[-0.2162, 0.5413, 1.9615], [-1.4762, 0.9552, -0.3284], [-0.4483, 0.4803, 0.6750], [0.2959, -0.2843, -0.2421], [-0.5209, 0.0833, -1.2463], [1.5678, -1.0156, -0.4074], [-0.6508, -0.2865, -3.3116], [0.5273, -0.2200, 2.2951], [-0.6357, 1.1040, 2.7644], [-2.5750, 0.5222, -0.3678], [-1.4165, 1.9782, -0.7383], [2.3479, -0.4143, -0.1127], [1.6728, -1.5423, -1.3313], [1.5277, -1.9013, 0.3900]]
}

The energy of each structure relative to the most stable one, in kJ/mol, is as follows: A 532.4; B 0.0.